Entry from the OMol25 dataset: a structure of composition C38H46AsBrN3OPPtS at a distorted geometry (wB97M-V/def2-TZVPD).

## Properties
2S+1: 1
Energy relative to the best compared isomer or geometry (same formula, charge and spin) in kcal/mol: 35.6
Orbital gap (alpha / beta) in eV: 5.401 / 5.403

Positions of all 93 atoms, in Å:
Pt  -0.97379  1.19122  -0.66955
S  -1.80130  2.99565  0.93685
C  -0.78996  4.38502  0.64256
C  -1.11860  5.56313  1.31963
C  -0.38496  6.71248  1.12322
C  0.69849  6.71001  0.25356
C  1.04491  5.54234  -0.40356
C  0.31192  4.37425  -0.22439
As  0.78961  2.73160  -1.13531
C  0.99731  3.30780  -2.99579
C  0.53962  4.54696  -3.43003
C  0.64506  4.90547  -4.76217
C  1.18855  4.02518  -5.68155
C  1.61111  2.77287  -5.26470
C  1.50849  2.41361  -3.93280
C  2.63819  2.44309  -0.55668
C  3.21659  3.18818  0.46504
C  4.50193  2.90314  0.89496
C  5.21889  1.86935  0.31762
C  4.64527  1.11415  -0.69212
C  3.35862  1.39165  -1.11776
H  -1.96182  5.54562  1.99537
H  -0.65249  7.61668  1.65195
H  1.27226  7.60966  0.08998
H  1.89840  5.52661  -1.07693
H  0.09055  5.23440  -2.72280
H  0.29502  5.87744  -5.07775
H  1.25834  4.30486  -6.72247
H  2.01287  2.06917  -5.97899
H  1.80838  1.41886  -3.62295
H  2.65929  3.99268  0.93289
H  4.94015  3.49464  1.68540
H  6.21511  1.64156  0.66703
H  5.19623  0.30390  -1.14737
H  2.90343  0.77561  -1.88508
C  1.73422  -6.20132  -0.07226
C  2.57497  -5.17160  0.69620
C  2.88576  -5.73060  2.08757
C  3.90250  -4.97062  -0.04509
C  1.81067  -3.85869  0.75809
C  1.48085  -3.18333  -0.41222
C  0.70723  -2.05088  -0.35135
Br  0.29772  -1.13943  -2.01059
C  0.20140  -1.47315  0.84081
O  -0.65131  -0.52384  0.83574
C  0.65912  -2.10793  2.03760
C  1.40217  -3.27177  1.94878
C  0.33833  -1.60288  3.43968
C  1.66883  -1.36118  4.17196
C  -0.49478  -2.65939  4.18096
C  -0.44174  -0.29100  3.47655
H  2.28359  -7.13701  -0.15878
H  1.50661  -5.84402  -1.07365
H  0.79668  -6.39685  0.44430
H  3.42978  -6.66869  1.99276
H  1.97086  -5.92595  2.64255
H  3.50637  -5.03489  2.64889
H  4.44695  -5.91230  -0.08488
H  4.51776  -4.23447  0.46777
H  3.73360  -4.63301  -1.06394
H  1.81513  -3.53662  -1.37373
H  1.68633  -3.74116  2.87538
H  2.25562  -2.27013  4.26999
H  1.48365  -0.97214  5.17024
H  2.26054  -0.63123  3.62350
H  0.03452  -3.60346  4.27904
H  -1.42143  -2.84423  3.64153
H  -0.74494  -2.30724  5.17929
H  0.08557  0.49343  2.94096
H  -0.56885  0.02043  4.51246
H  -1.42276  -0.40924  3.02688
C  -6.24196  0.16501  -1.07023
N  -5.59785  -0.01102  0.21938
C  -5.37493  -1.43009  0.43402
N  -4.60657  -2.06046  -0.62656
C  -5.26714  -1.82187  -1.89727
N  -5.49352  -0.41166  -2.17700
C  -4.26075  0.30628  -2.42821
P  -3.10340  0.23636  -0.95298
C  -4.36693  0.74914  0.31221
C  -3.23565  -1.59431  -0.65019
H  -6.39004  1.23095  -1.25672
H  -7.21823  -0.32917  -1.03213
H  -6.35484  -1.91803  0.47679
H  -4.85183  -1.56915  1.38279
H  -6.24255  -2.31985  -1.87184
H  -4.66267  -2.25527  -2.69800
H  -4.50244  1.35404  -2.64635
H  -3.76833  -0.12363  -3.30899
H  -4.59530  1.81214  0.18471
H  -3.92923  0.62121  1.30711
H  -2.76075  -1.80828  0.31194
H  -2.68829  -2.13481  -1.43079


Entry from the OMol25 dataset: a structure of composition C38H46BF5N2O2SiV at a distorted geometry (wB97M-V/def2-TZVPD).

## Properties
2S+1: 1
Total charge: +1
Orbital gap (alpha / beta) in eV: 6.902 / 6.871

Positions of all 96 atoms, in Å:
V  -0.64056  0.25432  0.01001
C  -1.29726  0.10127  2.01278
Si  0.33781  -0.38052  2.81754
C  1.58382  0.49765  1.70011
N  1.47139  0.28198  0.20893
C  2.12660  1.43657  -0.49426
C  3.61762  1.51213  -0.20836
C  4.33615  0.17617  -0.49256
C  3.35912  -0.83186  -1.08731
C  2.13719  -1.02693  -0.20827
C  0.52724  -2.21652  2.93833
C  1.78633  -2.82503  2.93959
C  1.92440  -4.19072  3.14545
C  0.79930  -4.97453  3.37704
C  -0.45737  -4.38621  3.41719
C  -0.58910  -3.01831  3.20236
C  0.63598  0.37058  4.47678
C  0.78474  1.75760  4.62121
C  1.08987  2.31673  5.85279
C  1.24785  1.49536  6.96272
C  1.09278  0.12197  6.84250
C  0.78848  -0.44009  5.60769
H  -1.65035  1.09707  2.27806
H  -2.11352  -0.61182  2.08770
H  2.60656  0.30389  2.03593
H  1.39342  1.55964  1.87615
H  1.63167  2.33903  -0.15957
H  1.93519  1.32244  -1.55644
H  3.78296  1.83052  0.82129
H  4.00947  2.31341  -0.83647
H  4.75950  -0.23080  0.42885
H  5.17135  0.33075  -1.17390
H  3.82477  -1.81421  -1.18441
H  3.05888  -0.52872  -2.09173
H  2.41907  -1.54211  0.70603
H  1.41174  -1.64553  -0.71412
H  2.68364  -2.22777  2.80232
H  2.90851  -4.64249  3.13784
H  0.90569  -6.03917  3.54334
H  -1.33430  -4.98777  3.62264
H  -1.58183  -2.58002  3.25376
H  0.64277  2.42079  3.77148
H  1.20100  3.38953  5.94830
H  1.48746  1.93032  7.92501
H  1.21021  -0.51517  7.71020
H  0.67250  -1.51552  5.53014
C  -1.99987  3.15240  -2.71264
C  -0.52052  3.00471  -3.05307
C  0.31992  3.86269  -2.09965
C  0.05890  1.58609  -3.26450
C  1.12962  1.55924  -4.15234
C  1.71030  0.37641  -4.56675
C  1.14348  -0.81669  -4.16595
C  0.06026  -0.87961  -3.28706
C  -0.49104  -2.32407  -3.17695
C  -1.95318  -2.56375  -2.82384
C  0.42787  -3.24148  -2.35637
C  -0.40779  0.35164  -2.74987
N  -1.39210  0.38857  -1.68112
C  -2.77859  0.44437  -1.99789
C  -3.30743  0.39999  -3.27785
C  -4.67953  0.46533  -3.46108
C  -5.53814  0.58184  -2.36965
C  -5.01668  0.65477  -1.08436
C  -3.65401  0.59174  -0.95702
F  -3.06502  0.70338  0.27002
H  -2.25688  4.21176  -2.76951
H  -2.23410  2.82287  -1.70105
H  -2.64282  2.62208  -3.41265
H  -0.39561  3.45182  -4.04049
H  0.20309  3.54202  -1.06720
H  -0.01632  4.90031  -2.15440
H  1.38161  3.84138  -2.36013
H  1.49649  2.50331  -4.54146
H  2.55419  0.38344  -5.24631
H  1.51843  -1.74589  -4.58275
H  -0.39206  -2.67529  -4.20557
H  -2.25355  -2.17935  -1.85503
H  -2.12810  -3.64186  -2.82134
H  -2.62436  -2.13172  -3.56257
H  0.38486  -3.02557  -1.29082
H  1.46997  -3.16073  -2.67307
H  0.11909  -4.28071  -2.48971
H  -2.63936  0.32683  -4.12757
H  -5.08170  0.42671  -4.46560
H  -6.60901  0.62669  -2.51739
H  -5.63833  0.76435  -0.20514
F  -0.62418  1.99724  0.40277
B  -1.28695  3.99177  1.41111
F  -1.93012  4.39906  0.33271
F  -0.00355  4.28600  1.57864
F  -1.94470  3.37207  2.38418
O  -2.75356  -2.37715  0.57811
C  -1.59322  -2.53988  0.39942
O  -0.73169  -1.49376  0.11459
H  -1.09277  -3.50326  0.45156